[1]
# C17H25F3O6

A 3-piece molecular cluster, C17H25F3O6 overall (ωB97M-V/def2-TZVPD, OMol25).

Positions of all 51 atoms, in Å:
O: -3.9178 -0.6263 3.1883
C: -3.6903 -1.7686 2.8974
C: -3.8851 -2.3569 1.5059
C: -3.0735 -1.6060 0.4896
C: -1.7941 -1.8953 0.2281
C: -0.9904 -1.0686 -0.6857
O: 0.1787 -1.2950 -0.9118
C: -1.6690 0.0955 -1.3725
O: -0.8332 0.8484 -2.1343
C: -2.9644 0.3792 -1.1471
C: -3.7428 1.4993 -1.8092
F: -2.9940 2.2675 -2.6113
F: -4.2925 2.3008 -0.9022
F: -4.7249 0.9948 -2.5713
C: -3.7581 -0.4782 -0.2187
O: -4.9452 -0.3003 -0.0538
H: -3.2336 -2.4489 3.6413
H: -4.9474 -2.2883 1.2581
H: -3.5737 -3.4032 1.5274
H: -1.2634 -2.7196 0.6971
H: -0.8925 0.5881 -3.0644
C: -2.4314 2.0420 1.9672
C: -1.3441 1.6164 2.9341
O: -0.2388 0.9834 2.3050
C: 0.4491 1.7499 1.3326
C: 1.0495 3.0388 1.8662
H: -2.7625 1.1846 1.3840
H: -3.2927 2.4332 2.5080
H: -2.0885 2.8093 1.2715
H: -1.7404 0.8669 3.6187
H: -1.0130 2.4643 3.5445
H: -0.2009 1.9591 0.4742
H: 1.2453 1.0965 0.9741
H: 0.2853 3.7354 2.2127
H: 1.6169 3.5360 1.0787
H: 1.7217 2.8306 2.6997
C: 3.4816 -0.5244 -0.6283
C: 3.4067 -0.9357 -2.0879
O: 4.5148 -0.5125 -2.8660
C: 5.7813 -0.9949 -2.4601
C: 5.9076 -2.5089 -2.4807
H: 3.5832 0.5587 -0.5439
H: 2.5722 -0.8308 -0.1132
H: 4.3282 -0.9827 -0.1141
H: 2.5388 -0.4673 -2.5509
H: 3.2649 -2.0190 -2.1743
H: 6.0454 -0.6032 -1.4710
H: 6.4857 -0.5603 -3.1700
H: 5.2375 -2.9869 -1.7652
H: 6.9271 -2.7989 -2.2231
H: 5.6768 -2.8981 -3.4733

highest occupied orbital energy	-9.5194	eV
HOMO-LUMO gap	7.63	eV
spin multiplicity	1
maximum force	0.5	eV/A
SMILES	O=CCC1=CC(=O)C(O)=C(C(F)(F)F)C1=O.CCOCC.CCOCC
LUMO	-1.891	eV

=====

[2]
# C17H25F9IN2O7PS

One molecule with the formula C17H25F9IN2O7PS in a non-equilibrium geometry (ωB97M-V/def2-TZVPD, OMol25).

Positions of all 63 atoms, in Å:
C: -0.7309 0.8007 4.6891
C: -0.2361 2.2568 4.1903
O: -0.3144 3.1755 5.0350
O: 0.2922 2.3934 2.8678
C: -0.5410 3.1925 2.0245
O: -0.8142 4.3617 2.3986
C: -1.1114 2.7215 0.5993
C: -1.9418 1.3508 0.6586
O: -2.3038 1.2587 2.0897
N: -3.3253 1.3640 0.0356
C: -3.8951 0.0642 0.4770
O: -5.0334 -0.1858 0.9317
C: -2.6454 -0.9431 0.2562
N: -2.8912 -1.5628 -1.0856
C: -2.5537 -1.8727 1.5557
C: -3.4035 -3.2290 1.4841
C: -3.1165 -4.0098 2.8859
I: -1.2416 -5.1831 2.7893
C: -1.3464 0.0232 -0.0231
C: 0.1003 -0.5118 0.4074
C: 1.3153 0.4808 0.0718
C: 2.6768 -0.3436 -0.1175
C: 3.1934 -0.4006 -1.6548
C: 3.6614 1.0363 -2.2064
F: 2.5575 1.8475 -2.6497
F: 4.1358 1.7361 -1.0284
C: 4.8989 1.0220 -3.2043
F: 5.2824 2.3525 -3.5540
F: 6.0171 0.5079 -2.4680
S: 4.7501 0.0168 -4.7595
F: 4.6033 1.4451 -5.6556
F: 3.0929 -0.0583 -4.7318
F: 4.9606 -1.4413 -3.9917
F: 6.4198 0.1751 -4.9722
F: 4.7154 -0.8151 -6.2026
P: -1.3062 0.1343 -1.9593
O: -0.2501 -1.0563 -2.6097
O: -0.8113 1.7262 -2.4395
H: -1.8686 0.7242 4.6044
H: -0.4496 0.6116 5.7815
H: -0.2994 -0.0044 3.9922
H: -1.8584 3.5395 0.2727
H: -0.2803 2.7402 -0.1876
H: -2.9801 1.9559 2.2763
H: -3.9173 2.1726 0.2922
H: -3.8096 -1.2270 -1.3986
H: -2.8263 -2.5888 -1.0728
H: -3.0037 -1.2566 2.4250
H: -1.4980 -2.1470 1.8847
H: -2.8981 -3.8923 0.6823
H: -4.5145 -3.0921 1.2774
H: -2.9153 -3.2384 3.7207
H: -3.9701 -4.7030 3.1808
H: 0.3026 -1.5118 -0.1309
H: 0.1545 -0.7691 1.5346
H: 1.4555 1.1484 1.0046
H: 1.0517 1.1830 -0.7859
H: 3.5141 -0.0385 0.6124
H: 2.4347 -1.4444 0.1458
H: 4.0566 -1.1667 -1.6473
H: 2.3284 -0.7601 -2.3207
H: -0.8202 -1.7341 -3.0295
H: -0.2484 1.6686 -3.2480

highest occupied orbital energy	-7.5870	eV
HOMO-LUMO gap	6.22	eV
spin multiplicity	1
maximum force	5.0	eV/A
SMILES	CC(=O)OC(=O)C[C@@]1(O)NC(=O)[C@](N)(CCCI)[C@@]1(CCCCC(F)(F)C(F)(F)S(F)(F)(F)(F)F)P(O)O
LUMO	-1.370	eV

=====

[3]
# C17H25F9O9S3

A 3-piece molecular cluster, C17H25F9O9S3 overall in a non-equilibrium geometry (ωB97M-V/def2-TZVPD, OMol25).

Positions of all 63 atoms, in Å:
C: 2.8884 0.6522 -2.3610
C: 1.9548 0.5799 -1.4091
C: 1.4625 -0.7858 -1.0077
O: 0.2803 -0.9781 -1.7805
C: -0.5578 -1.7198 -0.9609
O: -1.1987 -2.6047 -1.2803
O: -0.4001 -1.1673 0.2809
C: 1.0527 -1.0835 0.4825
S: 1.5434 -2.8323 0.7367
C: 1.2604 -0.0259 1.5721
C: 2.0955 -0.4058 2.8181
C: 3.5392 0.1232 2.8044
F: 3.4884 1.4509 2.6622
F: 4.0392 -0.1377 4.0354
C: 4.4667 -0.5623 1.7801
F: 4.3079 -1.8696 1.8944
F: 4.1440 -0.0867 0.5656
C: 5.9870 -0.2657 1.9895
F: 6.4469 -0.9772 2.9987
F: 6.1397 1.0176 2.2939
C: 6.8014 -0.5606 0.6945
F: 6.3660 -1.6286 0.0736
F: 6.7687 0.4480 -0.1374
F: 8.0579 -0.7575 1.0212
H: 3.8233 0.0946 -2.2600
H: 2.7910 1.2695 -3.2534
H: 1.6304 1.5119 -0.9461
H: 2.2274 -1.5450 -1.2290
H: 1.1111 -3.1509 1.9835
H: 1.6706 0.9067 1.1737
H: 0.2629 0.2413 1.9294
H: 1.6418 0.1083 3.6716
H: 2.1067 -1.4643 3.0789
C: -2.7899 5.6169 1.2456
C: -2.6349 5.1636 -0.1933
O: -1.3676 5.5493 -0.7584
S: -0.0618 4.7668 -0.2842
C: 1.0454 5.4218 -1.4864
O: -0.2517 3.3671 -0.5221
O: 0.3290 5.2480 1.0040
H: -2.0772 5.1153 1.8992
H: -3.7934 5.3926 1.6091
H: -2.6104 6.6891 1.3317
H: -2.7712 4.0842 -0.2857
H: -3.3973 5.6391 -0.8084
H: 0.7376 5.0868 -2.4738
H: 2.0382 5.0432 -1.2505
H: 1.0355 6.5068 -1.4192
C: -4.3244 -2.2431 -1.3612
C: -4.2135 -3.5519 -2.1165
O: -4.8952 -4.6328 -1.4489
S: -6.4889 -4.6538 -1.4815
C: -6.7041 -6.2750 -0.8274
O: -6.9245 -4.6282 -2.8442
O: -6.9876 -3.7100 -0.5294
H: -5.3552 -1.8904 -1.3286
H: -3.7217 -1.4725 -1.8423
H: -3.9897 -2.3655 -0.3308
H: -4.5851 -3.4520 -3.1387
H: -3.1680 -3.8445 -2.1799
H: -6.2987 -6.9987 -1.5297
H: -7.7733 -6.4310 -0.6982
H: -6.2003 -6.3360 0.1340

highest occupied orbital energy	-9.1478	eV
HOMO-LUMO gap	9.51	eV
spin multiplicity	1
maximum force	5.4	eV/A
SMILES	C=C[C@@H]1OC(=O)O[C@]1(S)CCC(F)(F)C(F)(F)C(F)(F)C(F)(F)F.CCOS(C)(=O)=O.CCOS(C)(=O)=O
LUMO	0.359	eV

=====

[4]
# C17H25FN2O3S

One molecule with the formula C17H25FN2O3S (ωB97M-V/def2-TZVPD, OMol25).

Positions of all 49 atoms, in Å:
C: -7.3798 -2.0895 -0.5810
C: -5.9754 -1.5012 -0.5158
C: -5.8712 -0.4252 0.5633
C: -4.4525 0.1103 0.7512
C: -3.9513 0.8923 -0.4640
N: -2.6556 1.4813 -0.2122
C: -1.5482 1.0790 -0.8650
O: -1.5594 0.2169 -1.7211
C: -0.2530 1.7432 -0.4750
C: 0.9163 1.0957 -0.8788
C: 2.1551 1.6183 -0.5814
S: 3.6598 0.7550 -1.0459
O: 3.3273 -0.2872 -1.9737
O: 4.6384 1.7278 -1.4314
N: 4.0911 0.1742 0.4657
C: 5.5144 0.1078 0.7332
C: 6.1507 -1.1316 0.1072
C: 5.4360 -2.3854 0.6062
C: 3.9480 -2.2903 0.2771
C: 3.3631 -1.0101 0.8739
C: 2.2827 2.8109 0.1072
C: 1.1430 3.4861 0.5007
C: -0.0998 2.9445 0.2117
F: -1.1787 3.6498 0.6231
H: -8.1082 -1.3130 -0.8044
H: -7.4401 -2.8490 -1.3566
H: -7.6490 -2.5471 0.3688
H: -5.7210 -1.0768 -1.4877
H: -5.2586 -2.2964 -0.3013
H: -6.5398 0.4026 0.3150
H: -6.2099 -0.8479 1.5123
H: -4.4357 0.7702 1.6234
H: -3.7697 -0.7193 0.9454
H: -4.6625 1.6865 -0.7145
H: -3.8303 0.2333 -1.3247
H: -2.6098 2.1732 0.5167
H: 0.8331 0.1809 -1.4469
H: 5.9506 1.0183 0.3221
H: 5.6478 0.1016 1.8204
H: 6.0510 -1.0604 -0.9778
H: 7.2120 -1.1665 0.3583
H: 5.8652 -3.2740 0.1406
H: 5.5684 -2.4729 1.6884
H: 3.8127 -2.2584 -0.8045
H: 3.4101 -3.1536 0.6721
H: 2.3269 -0.8764 0.5579
H: 3.3933 -1.0517 1.9687
H: 3.2685 3.1972 0.3069
H: 1.1937 4.4268 1.0261

highest occupied orbital energy	-9.3040	eV
HOMO-LUMO gap	9.62	eV
ΔE to the lowest compared entry with this formula, charge and spin	6.94	kcal/mol
spin multiplicity	1
maximum force	1.0	eV/A
SMILES	CCCCCNC(=O)c1cc(S(=O)(=O)N2CCCCC2)ccc1F
LUMO	0.320	eV

=====

- spin multiplicity of number 3 (C17H25F9O9S3)?
  1